DFT (ωB97M-V with the def2-TZVPD basis set) results for a cluster of 5 separate species, C19H43ClNO19P5 in total in a non-equilibrium geometry.

## Properties
- HOMO (eV) = -9.3
- LUMO level (Ha) = -0.028
- structure (SMILES) = O=CO[C@H](c1ccccn1)P(O)Cl.COP(=O)(OC)OC.COP(=O)(OC)OC.COP(=O)(OC)OC.COP(=O)(OC)OC
- HOMO-LUMO gap (eV) = 8.5
- E (eV) = -119761.13111

```
88
Properties=species:S:1:pos:R:3:forces:R:3:mulliken_charge:R:1
Cl 6.273725 -0.951055 -0.475630 -0.1285 0.7051 0.5862 -0.32
P -4.336435 -0.429826 1.633682 -4.6004 -2.0145 -4.4527 0.99
P 1.615606 -2.852531 4.492149 -1.0656 -3.5337 4.0156 1.00
P 4.310378 -0.637977 -0.971712 -0.8290 -0.6748 -1.4149 0.60
P -3.591451 6.234648 -0.618086 -2.4231 -2.7448 3.8235 0.95
P 4.175427 -4.194671 -4.763956 -3.4969 -3.8127 0.8808 0.87
O -3.514748 0.765745 0.868661 1.8448 -0.4021 2.9292 -0.16
O 3.516750 -1.084981 0.386141 0.2631 0.5129 0.3436 -0.51
O 1.245153 -4.281664 4.351004 -0.0370 0.2841 -0.5456 -0.68
O -5.739766 0.053262 1.526071 0.3817 0.3469 0.7857 -0.68
O 5.170830 3.654542 -1.327913 -0.3354 0.0598 -0.5767 -0.48
O 2.611502 -3.841841 -4.611476 -0.0310 0.0414 0.5904 -0.28
O -3.617148 6.810739 0.880827 0.5221 -0.2846 0.2317 -0.31
O 4.234109 -3.854566 -6.344766 1.0465 1.8275 1.0588 -0.39
O -2.004393 5.892714 -0.472191 -0.1391 2.2248 -2.1459 -0.19
O 3.236638 -2.864319 4.373163 -0.8905 2.3260 -2.0099 -0.32
O 4.944819 1.798932 -0.074000 -0.2841 0.4841 -0.0967 -0.30
O 0.266651 -2.030208 4.123380 1.6683 1.2295 -0.9984 -0.31
O -3.871208 -1.450068 0.472937 0.5171 0.5306 -0.5598 -0.25
O -4.232854 4.913657 -0.812428 0.1415 0.2032 -0.5339 -0.61
O -4.453633 -1.652253 2.719330 2.2665 1.1674 0.7407 -0.37
O 1.709684 -2.299271 5.998308 0.5647 -0.0968 0.0714 -0.34
O 4.470970 -3.563336 -3.294069 1.5108 1.8456 -2.1023 -0.16
O -4.625898 7.326498 -1.203603 2.1046 0.7089 -0.7847 -0.40
O 4.523036 -5.628133 -4.636041 0.4983 0.3085 -0.2639 -0.68
N 2.405690 2.425311 0.177972 -0.4154 0.1026 0.0592 -0.34
C 4.091854 1.236419 -1.063483 0.5366 -1.2061 1.0928 0.20
C 5.823380 -3.132016 -3.015529 0.1011 -0.2225 0.1889 -0.47
C 3.810142 -2.811534 3.045602 0.0109 -0.3208 -0.0208 -0.58
C -5.710765 -2.212242 3.090953 -0.4090 0.0736 0.5525 -0.71
C 0.914980 -2.904412 7.010744 -0.2658 0.1221 0.0564 -0.66
C -4.844977 -2.258911 -0.173124 -0.0318 -0.2935 0.1757 -0.72
C 5.252299 3.084051 -0.284132 0.3957 0.6010 0.1248 0.06
C -4.673919 6.433925 1.756237 -0.2267 0.1694 0.0102 -0.65
C 1.124777 2.714118 0.407949 0.1301 -0.4598 -0.3281 -0.72
C 0.336559 1.187417 -1.311054 1.1076 0.0522 0.1115 -0.77
C 1.643467 -4.822366 -4.965392 -0.0906 0.0143 -0.2660 -0.68
C 0.115141 2.105480 -0.304670 -1.6379 0.3129 0.1896 -0.16
C -1.251977 5.771578 -1.698039 0.0381 -0.2314 -0.1573 -0.76
C -0.992093 -2.706291 4.087421 -0.5432 -0.1767 -0.4389 -0.57
C -3.122744 1.903276 1.666150 -0.1876 0.2466 0.0297 -0.25
C 2.628596 1.544228 -0.783641 1.0587 -0.0733 -0.5290 -0.03
C 4.257479 -4.889456 -7.326761 0.3521 -0.2495 -0.4221 -0.65
C 1.673346 0.903296 -1.570299 -0.6501 0.1122 0.1746 -0.48
C -5.988884 6.994940 -1.473953 -0.4068 -0.0686 -0.4573 -0.61
H -6.582335 7.841999 -1.131391 0.1512 0.0777 -0.0147 0.25
H -5.031611 5.427046 1.538359 0.0116 0.0108 -0.0741 0.32
H -0.046943 -2.392606 7.094200 -0.0274 -0.0412 -0.0183 0.23
H 0.863145 3.427670 1.178329 0.2753 0.0824 0.0678 0.48
H -6.317430 6.099510 -0.955069 0.2435 -0.1026 -0.0052 0.32
H -0.212836 5.585068 -1.442461 -0.0395 0.0094 0.1519 0.23
H -1.285260 -2.881947 3.052919 0.0061 -0.0936 0.0315 0.24
H -4.951291 -3.213828 0.346966 -0.0576 0.0004 0.0119 0.23
H -0.468791 0.725596 -1.861535 -0.0679 0.0064 0.0120 0.52
H -0.986665 -3.644387 4.632898 0.2743 -0.0554 -0.0834 0.37
H -4.007226 2.416485 2.047545 0.0112 -0.0027 -0.0511 0.34
H 5.265098 -5.003799 -7.724255 0.0024 -0.0547 0.0618 0.28
H 6.141138 -2.368042 -3.725707 0.0055 0.0461 0.0449 0.37
H 1.951754 0.202163 -2.346067 0.1466 0.0393 -0.0320 0.54
H -0.909881 2.367959 -0.067221 0.1098 0.0248 -0.0278 0.49
H 3.905461 -5.842787 -6.944305 0.0847 0.0524 0.2344 0.33
H -5.559153 -3.290812 3.144800 0.1904 0.0560 0.0191 0.25
H -4.490752 -2.451649 -1.183210 0.0662 0.0208 0.0111 0.26
H 3.510615 -1.909974 2.521552 0.0549 0.0665 0.0424 0.22
H 1.361956 -4.715234 -6.015777 0.0196 -0.0475 -0.0163 0.25
H -2.486224 1.596702 2.497044 0.0580 0.0373 -0.0361 0.37
H -2.563197 2.578216 1.025232 -0.1788 -0.0094 -0.0366 -0.18
H 3.506153 -3.693380 2.477622 0.0061 0.0049 0.0133 0.32
H -1.311944 6.691453 -2.278879 0.0788 0.0053 -0.0143 0.36
H 1.447801 -2.796998 7.952722 0.0462 0.0481 -0.0239 0.26
H -4.283299 6.460704 2.770895 0.0561 0.0433 -0.0142 0.26
H -1.730098 -2.049592 4.549299 0.1949 0.2155 -0.0587 0.23
H -6.006237 -1.850661 4.075477 -0.0614 0.0420 -0.0467 0.29
H 5.636209 3.599320 0.600217 0.0491 -0.4690 0.3393 0.38
H -5.499347 7.145281 1.682000 -0.0360 -0.0346 -0.0218 0.25
H 3.597968 -4.563574 -8.130856 0.0311 0.1446 0.0719 0.25
H 4.891001 -2.810233 3.150724 -0.0149 -0.0080 0.1333 0.29
H 2.681101 -1.503630 0.144800 0.1078 -0.0926 -0.0573 0.36
H -1.629179 4.937165 -2.292202 -0.0256 0.0054 0.0287 0.33
H 0.762420 -4.650086 -4.351176 0.0165 0.0586 0.0191 0.25
H 4.361117 1.490980 -2.087822 0.2033 0.2629 0.0605 0.46
H 6.506957 -3.982253 -3.056088 -0.0472 -0.0159 -0.0322 0.41
H 5.834757 -2.702434 -2.015913 -0.0974 -0.3048 -0.3386 -0.17
H -6.137519 6.872821 -2.545741 0.0246 -0.0762 0.0188 0.28
H -6.496980 -1.999851 2.373838 0.1048 0.2217 -0.0651 0.34
H 2.013662 -5.831179 -4.781031 0.0593 0.0249 -0.0081 0.34
H 0.755710 -3.964362 6.810699 0.0115 0.0152 -0.0673 0.34
H -5.809917 -1.753691 -0.224162 0.0173 0.0390 0.0515 0.36
```
Positions in Å, forces in eV/Å.